# 1
This record from the Open Molecules 2025 dataset describes an isolated molecule of C5H12N2O in a non-equilibrium geometry. The level of theory is ωB97M-V/def2-TZVPD.

Structure (XYZ):
```
20
Properties=species:S:1:pos:R:3:forces:R:3
C 2.220 -0.932 0.958 0.0645 0.8512 -0.2289
C 1.565 0.356 0.405 0.1344 -1.0088 0.1597
C 0.287 -0.031 -0.324 -0.0633 1.0286 -3.6223
C 0.347 0.481 -1.841 -0.6808 -0.9217 1.1175
N -0.962 0.511 0.187 0.9516 -1.6613 0.7806
C -1.950 -0.357 0.604 -1.5119 1.6050 -1.6756
N -3.150 0.323 0.871 0.5690 -0.0155 0.4615
O -1.903 -1.562 0.521 0.4934 -0.3594 0.7076
H 1.520 -1.554 1.492 -0.1674 0.0895 0.7341
H 2.507 -1.573 0.125 0.2373 0.2241 -0.2133
H 3.114 -0.658 1.519 -0.0707 -0.4247 0.2524
H 2.329 0.828 -0.222 -0.4039 -0.0735 -0.4316
H 1.313 1.146 1.109 0.0859 -0.3094 0.6882
H 0.129 -1.081 -0.547 0.1928 -0.3090 1.1973
H 0.398 1.566 -1.767 0.0863 0.0641 -0.7785
H -0.570 0.093 -2.293 -0.2958 0.7211 0.0281
H 1.087 -0.011 -2.476 0.6740 0.4884 0.4837
H -1.024 1.502 0.261 -0.3438 0.3486 0.2638
H -3.957 -0.262 0.997 0.0434 -0.0320 -0.1019
H -3.301 1.215 0.419 0.0048 -0.3054 0.1775
```
Positions in Å, forces in eV/Å.

Calculated values
Largest force on an atom = 3.8 eV/A
LUMO = 0.85 eV
Multiplicity = 1


# 2
This record from the Open Molecules 2025 dataset describes an isolated molecule of C5H12N2O in a non-equilibrium geometry. The level of theory is ωB97M-V/def2-TZVPD.

Structure (XYZ):
```
20
Properties=species:S:1:pos:R:3:forces:R:3
C -1.565 -1.433 -0.195 0.8358 -1.3660 1.7848
C -1.219 -0.036 -0.434 1.9765 -0.8644 -3.1277
N -2.109 0.909 0.097 -4.9396 1.0035 -0.9525
C 0.172 0.219 0.022 -1.0804 4.8251 -1.1525
O 0.584 1.605 -0.181 -3.2040 1.9301 3.5299
C 0.675 -0.383 1.230 -1.2581 -1.0826 3.2477
C 1.269 -0.674 -0.091 0.0081 -5.0832 -1.5773
N 2.593 -0.279 -0.392 0.4319 1.0201 2.5059
H -2.470 -1.523 -0.759 -0.6922 -1.3748 0.1919
H -0.690 -1.982 -0.532 -0.7732 -0.7347 -0.7690
H -1.522 -1.707 0.899 -1.2123 0.3059 -1.0179
H -1.216 -0.090 -1.616 0.0954 1.2230 1.9611
H -2.909 1.026 -0.725 2.3492 -0.1024 3.1898
H -2.617 0.477 0.943 0.8542 0.8945 -1.7499
H -0.072 2.224 0.583 2.8443 -2.9577 -3.7230
H 1.326 0.304 1.744 -0.0877 -0.0448 0.7334
H -0.120 -0.987 1.856 2.4262 0.8731 -1.1988
H 1.016 -1.707 -0.573 0.7499 1.8940 0.9561
H 2.636 0.714 -0.151 0.2699 -0.1290 0.6272
H 2.598 -0.156 -1.340 0.4061 -0.2297 -3.4590
```
Positions in Å, forces in eV/Å.

Calculated values
Largest force on an atom = 5.5 eV/A
LUMO = 0.78 eV
Multiplicity = 1


# 3
This record from the Open Molecules 2025 dataset describes C5H12N2O as an isolated structure. The level of theory is ωB97M-V/def2-TZVPD.

Structure (XYZ):
```
20
Properties=species:S:1:pos:R:3:forces:R:3
C 0.234 -0.798 0.844 -0.1783 0.6031 -0.3786
C 0.978 0.556 -1.239 -0.0502 0.0268 0.2612
C -0.254 1.790 0.466 0.4044 -0.1391 -0.0131
N 0.035 0.499 -0.138 -0.7129 -0.1570 0.0150
N 1.543 -1.281 1.036 0.0718 -0.0145 0.0245
C -1.475 -0.695 -0.597 -0.2189 -0.5455 0.2753
C -0.700 -1.670 0.076 -0.0918 0.0027 0.0047
O -2.547 -0.085 0.018 0.6891 0.1013 -0.1759
H -2.586 -0.472 0.906 0.0110 -0.0370 -0.0719
H -0.122 -0.396 1.802 0.0280 -0.0129 -0.0352
H 2.175 -0.669 1.530 -0.0434 -0.0347 -0.0573
H 1.964 -1.702 0.220 -0.0350 0.0411 0.0300
H -1.634 -0.681 -1.675 0.0103 0.0860 0.0173
H -0.257 -2.466 -0.512 0.0417 0.0195 -0.0371
H 0.592 1.210 -2.025 0.0597 0.0280 0.0783
H 1.112 -0.443 -1.659 -0.0866 -0.0344 0.0445
H 1.954 0.923 -0.906 0.0526 0.0310 -0.0803
H -1.006 1.670 1.244 0.0298 -0.0258 0.0003
H 0.648 2.235 0.900 -0.0325 0.1235 0.0744
H -0.652 2.473 -0.289 0.0514 -0.0619 0.0240
```
Positions in Å, forces in eV/Å.

Calculated values
Largest force on an atom = 0.7 eV/A
LUMO = 0.78 eV
Multiplicity = 1


# 4
This record from the Open Molecules 2025 dataset describes C5H12N2O as an isolated structure in a non-equilibrium geometry. The level of theory is ωB97M-V/def2-TZVPD.

Structure (XYZ):
```
20
Properties=species:S:1:pos:R:3:forces:R:3
C -0.888 0.123 0.486 0.2264 0.6320 -0.0012
C 2.042 0.488 -1.230 -0.0495 -0.3432 -0.0174
C -2.033 -0.539 1.217 -0.0394 0.0007 -0.0280
C -1.353 1.306 -0.368 -0.0995 -0.0895 -0.1306
N 1.346 0.047 -0.018 0.7323 -0.0049 -0.5310
C 0.052 -0.782 -0.151 0.3585 -0.5260 0.2600
O 2.310 -0.665 0.757 -0.4272 0.1998 -0.1104
N 0.031 -2.023 -0.412 0.0860 0.6194 0.2024
H 1.877 -0.779 1.621 0.0585 0.0449 -0.1190
H 0.507 0.713 0.710 -0.9726 -0.5065 0.5852
H 0.972 -2.412 -0.486 -0.0028 0.0564 -0.1924
H 2.393 -0.379 -1.794 0.0288 0.0476 -0.0399
H 2.887 1.116 -0.956 -0.0736 -0.0572 0.0711
H 1.337 1.059 -1.832 0.0127 -0.0610 0.0154
H -1.686 -1.378 1.822 -0.0264 0.0342 -0.0258
H -2.795 -0.927 0.527 0.0639 0.0175 0.0216
H -2.531 0.181 1.873 0.0630 -0.0319 -0.0322
H -0.538 1.838 -0.868 -0.0136 -0.0245 0.0439
H -1.879 2.035 0.253 0.0611 -0.0492 0.0043
H -2.052 0.978 -1.151 0.0134 0.0413 0.0241
```
Positions in Å, forces in eV/Å.

Calculated values
Largest force on an atom = 1.2 eV/A
LUMO = 0.68 eV
Multiplicity = 1